1.
76
Properties=species:S:1:pos:R:3:lowdin_charge:R:1 method="wB97M-V/def2-TZVPD" total_charge=-1 homo_lumo_gap_ha="0.2222 / 0.2451" lumo_energy_ev="2.3 / 2.0" multiplicity=4
V 0.304 0.943 0.008 0.9212
Cl -4.949 -1.711 3.406 0.6368
C -3.814 -0.549 2.768 -0.6836
C -3.114 -0.875 1.610 -0.0517
C -2.171 0.006 1.076 -0.2084
N -1.452 -0.146 -0.112 0.0163
C -1.875 -1.094 -1.017 -0.4081
O -2.273 -2.214 -0.726 0.0388
C -1.918 -0.716 -2.499 -0.1966
C -2.148 -1.724 -3.424 -0.0184
C -2.235 -1.400 -4.764 -0.0866
C -2.095 -0.075 -5.142 -0.0768
C -1.889 0.865 -4.145 -0.1389
N -1.818 0.562 -2.848 0.1388
C -1.923 1.244 1.754 -0.2015
C -2.651 1.546 2.892 -0.0584
C -3.592 0.657 3.401 -0.6879
Cl -4.466 1.110 4.845 0.6276
N -0.838 1.963 1.211 -0.0152
C -0.345 3.101 1.741 -0.4779
O -0.923 3.937 2.414 0.0546
C 1.153 3.188 1.480 -0.1648
C 1.945 4.172 2.038 0.0081
C 3.323 4.077 1.926 -0.0568
C 3.866 2.985 1.282 -0.0505
C 3.009 2.049 0.727 -0.0789
N 1.682 2.158 0.805 0.0002
H -3.292 -1.820 1.123 0.0933
H -2.223 -2.747 -3.074 0.1155
H -2.402 -2.172 -5.506 0.1013
H -2.149 0.225 -6.181 0.0966
H -1.782 1.917 -4.394 0.1045
H -2.473 2.481 3.401 0.1013
H 1.459 4.986 2.560 0.1205
H 3.965 4.840 2.351 0.1071
H 4.938 2.851 1.210 0.1052
H 3.377 1.177 0.201 0.1198
Cl 3.549 1.852 -7.248 0.6162
C 2.719 1.092 -5.903 -0.6745
C 2.299 -0.226 -6.042 -0.1523
C 1.702 -0.843 -4.945 -0.5669
Cl 1.246 -2.517 -5.097 0.7013
C 1.483 -0.185 -3.738 -0.2714
O 1.005 -0.868 -2.668 -0.0627
C 1.813 1.217 -3.665 -0.1415
C 1.462 2.027 -2.564 -0.1348
O 0.730 1.582 -1.561 -0.2370
C 2.494 1.808 -4.757 -0.0784
H 2.461 -0.772 -6.961 0.0937
H 1.787 3.067 -2.556 0.1177
H 2.811 2.843 -4.688 0.1084
N -0.170 -2.172 2.691 0.1520
C -0.763 -1.822 3.922 -0.2364
C -1.582 -2.731 4.571 -0.0339
C -2.158 -2.414 5.795 -0.0995
C -1.929 -1.176 6.367 -0.1030
C -1.112 -0.260 5.714 -0.1128
C -0.518 -0.587 4.508 -0.4479
S 0.601 0.543 3.744 1.0249
N 0.774 -0.080 2.182 -0.2532
C 0.451 -1.287 1.875 -0.3490
C 0.970 -1.772 0.562 -0.2517
C 1.226 -3.081 0.347 -0.0483
C 2.004 -3.418 -0.814 -0.0827
C 2.465 -2.462 -1.633 -0.0367
C 1.990 -1.067 -1.504 -0.2717
N 1.337 -0.766 -0.274 -0.0085
H -0.553 -2.976 2.225 0.1383
H -1.761 -3.701 4.114 0.1180
H -2.793 -3.139 6.288 0.1017
H -2.386 -0.912 7.314 0.1012
H -0.918 0.718 6.150 0.1112
H 0.952 -3.837 1.067 0.0937
H 2.271 -4.457 -0.988 0.0993
H 3.077 -2.697 -2.498 0.0989
H 2.750 -0.319 -1.730 0.1319

***

2.
74
Properties=species:S:1:pos:R:3:lowdin_charge:R:1 method="wB97M-V/def2-TZVPD" total_charge=+1 homo_lumo_gap_ha=0.1659 lumo_energy_ev=-5.5
Pd 0.643 1.139 0.996 0.7543
F 3.886 3.839 -2.980 0.1327
C 3.417 4.844 -2.219 -0.6083
F 4.337 5.818 -2.230 0.1500
F 2.315 5.323 -2.819 0.1451
C 3.126 4.387 -0.811 -0.0987
C 3.722 5.029 0.254 0.0277
C 3.447 4.590 1.541 -0.0281
C 2.558 3.552 1.701 -0.1171
N 1.956 2.932 0.679 -0.0301
C 2.240 3.321 -0.570 -0.4868
S 1.510 2.460 -1.897 1.0777
H 4.386 5.863 0.076 0.1341
H 3.903 5.062 2.399 0.1140
H 2.313 3.189 2.687 0.0807
N -4.978 -7.516 3.606 0.1681
C -4.409 -6.545 3.371 -0.1815
C -3.686 -5.350 3.067 -0.2286
C -4.319 -4.276 2.444 -0.0106
C -3.604 -3.139 2.125 -0.0280
C -2.232 -3.044 2.393 -0.1746
C -1.614 -4.133 3.024 -0.0282
C -2.328 -5.263 3.370 -0.0125
C -1.463 -1.851 2.023 -0.0687
C -1.739 -1.131 0.795 -0.1933
C -2.489 -1.694 -0.336 0.0126
C -2.565 -0.765 -1.290 0.0226
C -1.872 0.467 -0.799 -0.2808
N -1.360 0.099 0.514 0.0663
C -0.440 -1.363 2.826 -0.2288
C -0.034 -1.716 4.206 0.0470
C 0.971 -0.917 4.564 0.0347
C 1.244 0.031 3.403 -0.5360
N 0.333 -0.381 2.395 -0.1055
H -5.374 -4.339 2.214 0.1252
H -4.125 -2.301 1.681 0.1195
H -0.545 -4.119 3.190 0.1144
H -1.837 -6.095 3.856 0.1245
H -2.848 -2.709 -0.385 0.1187
H -3.034 -0.856 -2.256 0.1192
H -2.583 1.293 -0.657 0.1705
H -0.516 -2.462 4.818 0.1192
H 1.490 -0.882 5.511 0.1200
H -0.141 1.552 3.722 0.1619
C -1.427 -2.367 -8.936 -0.0749
C -0.884 -1.735 -7.693 -0.7177
O -0.204 -2.260 -6.861 0.0427
S -1.434 -0.006 -7.556 1.0209
C -1.110 0.373 -5.858 -0.5162
C 0.106 0.121 -5.235 -0.0623
C 0.236 0.350 -3.874 -0.0365
C -0.831 0.841 -3.124 -0.2209
C -2.023 1.165 -3.781 -0.0313
C -2.160 0.942 -5.136 -0.0888
C -0.725 0.989 -1.661 -0.2482
C 0.275 1.595 -1.013 -0.4236
H -0.748 -3.141 -9.289 0.0917
H -1.601 -1.623 -9.712 0.0699
H -2.381 -2.838 -8.693 0.0959
H 0.943 -0.261 -5.795 0.1143
H 1.170 0.109 -3.383 0.1078
H -2.843 1.607 -3.228 0.1238
H -3.086 1.181 -5.642 0.1063
Br 2.892 -0.497 1.049 0.9144
C 2.666 0.064 2.855 -0.4950
C 3.759 0.457 3.556 -0.1174
C 3.738 1.141 4.788 0.0009
C 2.681 1.839 5.351 -0.0500
C 1.403 2.018 4.854 -0.0491
N 0.867 1.434 3.772 0.1189
H 4.728 0.251 3.118 0.1127
H 4.690 1.216 5.300 0.1288
H 2.896 2.375 6.266 0.1189
H 0.746 2.717 5.358 0.1493

***

In eV, the ΔE to the lowest compared entry with this formula, charge and spin values for the records above are, in order, 2.159 3.031.
In g/mol, the M values for the records above are, in order, 853.5 862.1.
In Ha, the energy values for the records above are, in order, -5290.58432 -5570.90037.